234
Properties=species:S:1:pos:R:3:forces:R:3:mulliken_charge:R:1 method="wB97M-V/def2-TZVPD" homo_lumo_gap_ev=8.10 multiplicity=1 lumo_energy_ev=0.514 total_energy_ev=-104374.0398 homo_energy_ev=-7.58
C -16.43517 -14.95663 -8.33452 0.287 -0.569 0.045 -1.94
C -16.55223 -13.78147 -9.29990 0.099 0.118 0.611 2.99
C -17.77589 -12.98618 -8.96718 -0.928 1.962 0.884 -1.96
C -15.36328 -12.81737 -9.07475 1.304 -1.187 -0.412 -1.68
C -14.01403 -13.32467 -9.70175 -1.448 -1.583 -0.082 -0.59
C -14.30572 -13.65440 -11.16101 -0.204 0.367 -0.517 -1.63
C -15.42863 -14.73837 -11.39806 -0.611 2.530 -0.242 1.97
C -15.64085 -14.63176 -12.95506 0.850 -0.729 0.460 -2.17
C -15.07022 -16.14837 -10.91796 1.350 0.240 -0.966 -1.57
N -16.67355 -14.15585 -10.70693 1.473 -0.911 -1.604 0.29
O -17.72571 -15.13098 -10.92070 1.260 -0.078 1.501 -0.18
H -17.23739 -15.62907 -8.56305 -0.791 -0.406 0.108 0.53
H -15.55627 -15.55903 -8.58359 0.196 0.334 0.568 0.14
H -16.48713 -14.70997 -7.24604 0.194 0.059 -0.938 0.44
H -17.66169 -12.47286 -7.98507 0.337 -0.034 -0.574 0.46
H -18.00285 -12.20950 -9.73534 0.366 -0.522 0.536 0.45
H -18.69457 -13.50590 -8.77790 -0.422 -0.972 -0.415 -0.47
H -15.62882 -11.82273 -9.37684 0.043 0.529 -0.671 0.51
H -15.25292 -12.75604 -8.00902 0.066 0.031 0.699 0.45
H -13.15946 -12.68660 -9.57306 0.123 0.691 -0.006 0.52
H -13.69177 -14.29996 -9.25711 -0.408 0.734 0.209 0.15
H -13.42734 -13.94862 -11.72604 0.413 -0.514 0.211 0.54
H -14.56775 -12.72287 -11.70309 -0.422 -0.371 0.375 0.45
H -16.25188 -15.38034 -13.43390 -0.766 -0.304 0.319 0.44
H -14.66613 -14.86227 -13.38975 0.246 0.129 0.000 0.55
H -15.90482 -13.64803 -13.34003 -0.226 0.095 0.475 0.41
H -14.75262 -16.75666 -11.78818 -0.198 0.207 0.388 0.55
H -15.94515 -16.60414 -10.49521 -0.163 -0.376 0.363 0.18
H -14.18072 -16.12604 -10.24085 -0.928 -0.134 -0.219 0.18
H -18.22686 -14.67313 -11.56590 -0.970 0.525 -0.877 0.14
C -27.60318 -21.47195 -10.30178 -0.682 0.857 0.621 -1.54
C -26.64128 -20.22905 -10.10262 -0.635 -0.318 -2.107 1.28
C -27.31294 -18.90481 -10.50520 -0.263 0.596 -1.680 -1.56
C -26.12030 -20.06130 -8.68530 -1.106 -1.042 -0.040 -0.42
C -25.15402 -21.19142 -8.36198 -0.394 0.531 -0.793 -1.43
C -24.01862 -21.13222 -9.36975 2.075 0.897 1.599 -0.17
C -24.42092 -21.34193 -10.78188 -0.019 0.606 -1.370 1.68
C -23.28031 -20.93867 -11.77723 0.092 -1.197 0.787 -1.74
C -24.70230 -22.81938 -11.00279 -0.276 0.058 -0.005 -2.03
N -25.49921 -20.35279 -11.03960 0.567 0.605 0.462 1.12
O -25.97218 -20.37014 -12.37229 0.062 -0.658 -0.249 -0.44
H -27.14724 -22.37633 -9.85185 -0.666 0.547 -0.018 0.22
H -28.63886 -21.22000 -9.86509 1.527 -0.660 -0.464 0.41
H -27.73321 -21.68858 -11.38101 0.100 0.362 0.582 0.26
H -26.50508 -18.15193 -10.57720 -0.338 -0.220 0.143 0.16
H -27.86942 -18.82277 -11.52290 0.949 -0.717 1.739 0.18
H -27.99551 -18.58988 -9.73633 -0.447 0.168 0.401 0.52
H -25.63433 -19.12216 -8.52833 0.630 0.746 -0.348 -0.30
H -27.01908 -19.95408 -8.05509 0.274 -0.620 0.155 0.59
H -24.75230 -21.01904 -7.39331 0.338 -0.230 1.027 0.67
H -25.61115 -22.17740 -8.43733 -0.188 0.040 0.390 0.31
H -23.28410 -21.95232 -9.05345 -0.513 1.317 -0.614 0.69
H -23.54065 -20.07636 -9.31434 -0.416 -1.816 0.148 -0.88
H -22.28730 -21.33544 -11.41212 -0.962 0.431 -0.384 0.37
H -23.25084 -19.85870 -11.88470 0.129 -0.003 -0.040 0.09
H -23.52486 -21.42149 -12.73575 0.317 0.409 0.128 0.37
H -25.35701 -23.26986 -10.26683 -0.286 0.065 0.113 0.33
H -23.75863 -23.35266 -10.89199 0.079 -0.091 -0.458 0.44
H -25.14677 -22.91873 -11.98342 0.027 -0.458 -0.316 0.44
H -25.70719 -19.54255 -12.84086 -0.093 -0.390 0.701 0.37
C -22.45270 -18.49119 -2.21761 0.632 -0.327 0.334 -1.45
C -21.50798 -17.34025 -1.81155 -0.960 -0.609 1.278 0.63
C -21.53983 -17.25470 -0.23740 -0.618 0.085 -0.855 -1.49
C -20.08142 -17.74575 -2.28414 -1.523 1.732 -2.156 -0.46
C -19.18183 -16.53803 -2.15426 -0.115 0.977 1.726 -0.79
C -19.76945 -15.31887 -2.87563 -1.164 -0.347 -2.284 -0.49
C -21.20699 -14.86783 -2.46725 0.451 -0.205 0.723 2.26
C -21.05669 -13.96692 -1.18552 -0.614 -0.199 0.695 -1.75
C -21.85146 -13.95302 -3.49816 -1.028 0.032 -0.544 -1.12
N -22.02082 -16.10693 -2.48612 0.830 -0.149 0.079 0.94
O -23.36560 -15.82880 -2.05551 0.820 -0.531 0.579 -0.36
H -23.50163 -18.43084 -1.92410 0.169 0.330 -0.047 0.31
H -22.34829 -18.67026 -3.26385 -0.401 0.328 -1.005 0.11
H -22.05448 -19.42260 -1.82945 0.054 -0.183 0.616 0.48
H -22.54587 -16.92747 0.09798 0.335 -0.623 0.142 0.34
H -21.31701 -18.26955 0.14737 -0.136 0.774 0.098 0.41
H -20.89422 -16.47724 0.15241 0.454 -0.262 0.111 0.36
H -19.75730 -18.66399 -1.81782 0.123 -0.112 0.197 0.61
H -20.24928 -17.88048 -3.38554 0.469 -0.456 0.777 -0.46
H -19.12741 -16.31877 -1.03550 0.420 -0.025 -1.307 0.35
H -18.17815 -16.65390 -2.55563 0.124 -0.398 0.235 0.38
H -19.87195 -15.54889 -3.99512 0.299 -0.078 1.323 -0.33
H -19.10023 -14.46245 -2.86994 0.078 0.092 0.358 0.64
H -20.68776 -14.43256 -0.21946 -0.570 0.301 -1.218 0.26
H -22.02041 -13.41891 -1.01777 0.785 -0.563 0.185 0.35
H -20.31129 -13.20176 -1.45037 -0.259 -0.179 0.092 0.43
H -22.04065 -14.43388 -4.45869 0.604 -0.397 -0.132 -0.52
H -21.18093 -13.11486 -3.64793 -0.221 0.486 -0.057 0.70
H -22.91721 -13.64353 -3.27644 1.456 0.022 0.466 -0.30
H -23.33442 -16.11162 -1.12675 -0.481 0.397 -0.070 0.21
C -22.65690 -14.74904 -9.02884 -0.644 0.992 -0.282 1.34
C -23.34198 -16.16033 -8.73723 1.222 1.036 0.550 1.72
C -24.81638 -15.83142 -8.74411 -1.738 1.411 2.681 -0.42
C -23.07455 -17.21770 -9.75373 -1.882 -1.540 -0.429 0.09
C -21.70603 -17.77218 -9.72331 0.209 -1.929 0.952 -0.72
C -21.38012 -18.31274 -8.27250 1.218 0.300 -0.891 -0.66
C -21.54739 -17.28887 -7.18504 -1.309 0.774 0.029 2.23
C -21.64913 -18.00125 -5.82027 1.148 1.193 0.222 -1.86
C -20.41310 -16.23184 -7.14826 1.308 -0.519 0.464 -0.40
N -22.88799 -16.72838 -7.41239 -1.534 0.973 0.339 -0.31
O -23.10887 -15.70340 -6.41296 -0.159 -1.182 0.264 0.59
H -22.74217 -13.99506 -8.17386 0.376 -1.085 -0.921 -0.34
H -21.62916 -14.70137 -9.43114 -0.391 -0.482 0.408 -0.98
H -23.28788 -14.22783 -9.78041 0.447 -0.476 0.103 -0.61
H -25.10620 -15.13114 -9.53798 0.338 -0.060 0.274 0.23
H -25.58101 -16.59710 -8.76535 0.466 -1.031 -0.251 0.12
H -25.08839 -15.35120 -7.71647 0.520 -0.265 -1.835 -0.67
H -23.82563 -18.08332 -9.55973 1.111 1.373 -0.133 -1.49
H -23.33115 -16.90912 -10.76973 -0.049 0.421 0.008 0.37
H -21.70755 -18.57232 -10.45231 0.056 -0.851 0.094 0.64
H -21.01615 -17.12826 -10.20768 1.141 1.178 0.424 0.28
H -20.32657 -18.53742 -8.09445 0.158 -0.659 -0.845 0.25
H -21.94614 -19.21015 -7.98320 -0.094 0.305 -0.563 0.26
H -20.71799 -18.46376 -5.50142 0.382 -0.528 -0.588 0.16
H -22.45932 -18.71622 -5.71972 -0.220 0.218 -0.140 0.46
H -21.66935 -17.17944 -5.10592 -0.931 -0.105 0.373 0.20
H -20.30465 -15.69249 -6.15672 -0.510 -0.437 -1.244 -0.55
H -20.38113 -15.53586 -8.00145 -0.369 -0.159 0.490 -0.25
H -19.46306 -16.80784 -7.25990 -0.437 0.348 0.207 -0.14
H -23.08577 -14.90348 -6.92544 0.184 0.949 -0.028 -0.04
C -24.26809 -14.37251 -13.26455 1.037 0.361 -0.177 -1.97
C -23.35422 -13.25343 -13.78996 1.012 -0.602 0.801 2.00
C -23.22191 -13.30898 -15.32587 0.798 1.124 0.260 -1.70
C -23.85283 -11.90240 -13.34732 -1.633 0.686 0.358 -1.15
C -22.82015 -10.77862 -13.37256 -0.115 -0.781 1.081 -0.68
C -21.69633 -11.26661 -12.41030 -2.082 1.904 1.142 -1.14
C -21.03618 -12.49465 -12.89477 1.879 -0.362 -0.038 1.80
C -20.09646 -12.15109 -14.08003 -0.165 -1.355 0.219 -2.19
C -20.08562 -13.08285 -11.76667 -1.993 1.000 -0.869 -1.64
N -21.99362 -13.53013 -13.15849 -2.146 0.210 0.039 0.44
O -21.38611 -14.63379 -13.75209 0.248 -1.047 0.066 -0.04
H -24.27361 -14.46441 -12.16502 -0.184 0.410 -0.501 -0.06
H -25.22944 -14.21405 -13.70857 -0.863 -0.171 0.056 0.61
H -23.83239 -15.27618 -13.66032 -0.137 -0.650 -0.075 0.32
H -23.32140 -14.30763 -15.69131 0.182 -0.810 -0.325 0.41
H -23.93954 -12.71391 -15.90417 0.051 0.038 0.473 0.28
H -22.20360 -12.89598 -15.51793 -0.752 -0.372 -0.501 0.44
H -24.76938 -11.69737 -13.95882 0.779 0.077 0.225 0.48
H -24.27315 -11.94061 -12.31765 0.462 -0.230 -0.370 0.08
H -22.35796 -10.70160 -14.34015 -0.131 0.535 -0.675 0.36
H -23.33210 -9.84262 -13.04113 0.794 -0.555 -0.361 0.42
H -22.16619 -11.34832 -11.39882 0.268 -0.505 -0.593 -0.10
H -20.98162 -10.47225 -12.25628 0.580 0.184 -0.186 0.61
H -19.44704 -11.36615 -13.77201 1.048 0.260 0.488 0.50
H -20.50993 -11.74112 -14.98412 -0.742 -0.163 -0.438 0.48
H -19.58542 -13.11336 -14.29658 0.178 0.933 -0.212 0.30
H -19.34952 -12.33109 -11.54016 0.498 0.056 0.221 0.44
H -19.66787 -13.96852 -12.22278 0.096 -0.311 0.332 0.56
H -20.75544 -13.26450 -10.90308 0.717 -0.252 -0.349 -0.25
H -21.49828 -14.58992 -14.71105 0.111 0.300 -0.135 0.33
C -15.30493 -19.76443 -8.73931 0.339 -0.936 0.538 -1.55
C -14.81239 -20.41761 -7.39508 0.825 1.402 0.866 1.85
C -14.53000 -21.87409 -7.64656 -0.172 -0.251 -0.281 -2.09
C -13.48622 -19.68086 -7.01659 -1.697 -0.303 1.340 -1.55
C -13.71914 -18.28450 -6.41097 -0.939 -0.369 -1.417 0.72
C -14.65609 -18.29858 -5.25111 -0.628 -0.518 1.156 -1.35
C -16.01765 -18.95212 -5.63192 -0.528 -0.191 0.328 2.24
C -16.91438 -19.04278 -4.36059 1.715 0.681 -0.553 -2.28
C -16.82930 -18.07414 -6.58968 0.812 0.829 -0.395 -0.87
N -15.75564 -20.33422 -6.16142 1.172 0.351 -1.659 -0.10
O -16.97715 -20.94819 -6.61695 0.235 1.710 -0.606 -0.48
H -15.03701 -18.72782 -8.83122 -0.019 0.559 0.210 0.15
H -14.84990 -20.24463 -9.64042 -0.505 -0.030 0.859 0.41
H -16.36893 -19.86415 -8.71283 -0.758 -0.019 -0.662 0.36
H -14.06589 -22.38048 -6.82701 -0.074 -0.180 1.019 0.43
H -15.46476 -22.34446 -7.90515 -0.236 -0.473 -0.081 0.45
H -13.82717 -22.06857 -8.44641 0.060 0.467 -0.553 0.43
H -12.89583 -20.31782 -6.33044 -0.013 0.341 -0.494 0.34
H -13.08062 -19.53154 -7.97655 1.482 -0.091 -0.941 0.50
H -12.75487 -17.84661 -6.23611 0.322 0.541 0.294 0.51
H -14.29101 -17.68010 -7.15663 0.999 -0.182 0.126 -0.76
H -14.88264 -17.29684 -4.89470 -0.119 0.407 -0.262 0.41
H -14.22501 -18.74506 -4.33916 -0.127 -0.480 -0.407 0.41
H -16.34540 -19.45213 -3.54218 -0.121 -0.847 0.305 0.55
H -17.87047 -19.46686 -4.55647 -0.610 -0.727 -0.037 0.40
H -17.08621 -18.02563 -4.05279 -0.207 0.575 0.078 0.19
H -17.26215 -17.21856 -6.05080 -0.177 -0.419 -0.115 0.52
H -17.56476 -18.67615 -7.08580 -0.774 -0.179 0.020 0.41
H -16.25572 -17.61397 -7.39973 0.142 -0.182 0.150 -0.62
H -17.07099 -21.60633 -5.96704 -0.475 -1.453 1.147 0.37
C -21.07089 -11.53142 -7.66945 1.348 1.264 -0.042 -0.86
C -21.87394 -11.62529 -6.37927 0.784 -0.253 -0.890 0.21
O -23.10697 -12.14160 -6.80909 -1.445 -0.615 1.702 0.46
H -21.62873 -11.11583 -8.51428 -0.373 -0.226 0.251 0.18
H -20.68238 -12.50194 -7.93956 -0.068 -0.389 -0.201 -0.14
H -20.18233 -10.85904 -7.61786 -0.440 -0.443 0.370 0.52
H -22.00847 -10.65678 -5.87958 0.151 -0.090 -0.043 0.67
H -21.35402 -12.33750 -5.70078 -0.332 0.517 -0.168 -0.32
H -23.64636 -12.27942 -5.95958 0.384 0.228 -1.270 -0.24
C -20.03348 -17.81463 -14.77363 0.150 -1.931 3.092 -1.05
C -21.50486 -18.27164 -14.88902 1.374 0.609 0.230 -0.23
O -22.14035 -18.44301 -13.65163 -0.188 0.106 0.684 0.01
H -19.41447 -18.71495 -14.36079 -0.869 1.534 -1.048 0.30
H -19.85838 -17.02925 -14.00627 -0.487 -0.169 -0.464 0.01
H -19.66860 -17.45571 -15.68456 0.719 0.297 -1.486 0.43
H -21.46409 -19.25272 -15.31759 -0.419 -0.383 -0.802 0.39
H -22.05447 -17.54372 -15.47206 -0.271 0.013 -0.534 0.16
H -21.72590 -17.81952 -13.05054 -0.130 0.159 0.314 0.03
C -27.61052 -15.26302 -4.54439 -0.508 0.680 -1.343 -1.07
C -26.11558 -15.55639 -4.30193 -0.584 -0.363 -0.001 0.48
O -25.49663 -14.61768 -3.42607 0.188 0.925 0.309 -0.68
H -28.25844 -15.10895 -3.65224 0.565 -0.524 -0.510 0.33
H -28.01931 -16.04032 -5.27933 0.427 0.725 1.366 0.32
H -27.71936 -14.31555 -5.16383 0.329 -0.831 0.834 0.12
H -25.69712 -15.56740 -5.33534 0.478 0.007 0.911 -0.29
H -25.95878 -16.50919 -3.80525 -0.211 -0.493 -0.477 0.47
H -24.88963 -14.99370 -2.73379 -0.625 -0.076 -1.428 0.34
C -26.53504 -12.50538 -7.41581 0.342 0.398 -0.694 -0.51
C -25.92051 -11.59495 -8.50511 1.166 -0.261 1.667 -0.72
O -25.06513 -12.33707 -9.38446 -0.716 0.294 0.102 -0.33
H -27.02562 -13.29305 -7.95933 -0.213 -0.681 -0.062 0.36
H -27.29857 -12.05582 -6.75820 0.565 0.194 -0.236 0.53
H -25.69464 -12.90664 -6.84384 -0.370 -0.092 0.174 -0.25
H -25.30208 -10.82369 -8.01831 -0.232 -0.054 -0.064 0.24
H -26.64990 -11.09469 -9.06910 -1.083 0.475 -0.997 0.53
H -24.26789 -12.44682 -8.86884 0.579 -0.219 0.164 -0.09
C -26.09072 -19.98562 -15.57507 -0.940 -1.585 -0.527 -0.99
C -25.52454 -18.60024 -15.37596 0.023 -0.083 0.304 0.06
O -25.59007 -18.16405 -14.01907 -0.560 -0.354 0.251 -0.65
H -25.31241 -20.78688 -15.73592 -0.808 0.786 0.603 0.26
H -26.69949 -19.98126 -16.51460 0.538 -0.019 0.566 0.40
H -26.84467 -20.28941 -14.78052 1.224 0.388 -0.710 0.12
H -26.14961 -17.93472 -15.93622 -0.186 0.679 -0.398 0.38
H -24.50719 -18.53807 -15.75081 0.159 0.057 -0.043 0.03
H -24.75145 -17.85164 -13.70122 0.825 0.200 -0.033 0.25
C -24.68093 -9.95818 -4.39916 -1.536 0.771 -0.106 -1.15
C -24.67931 -11.24701 -3.59454 0.117 0.418 -0.168 -0.02
O -24.61266 -12.27519 -4.57478 -0.940 -1.053 0.305 -0.23
H -25.63262 -9.74168 -4.94064 0.320 -0.360 0.761 0.27
H -23.98290 -9.88096 -5.18987 1.140 -0.865 -0.852 0.14
H -24.41005 -9.08368 -3.84354 -0.255 0.510 0.930 0.44
H -25.54618 -11.30025 -2.86633 0.726 -0.213 -1.103 0.28
H -23.76130 -11.29639 -2.99858 -0.049 0.047 0.168 0.19
H -25.03296 -13.13153 -4.28689 0.464 0.647 0.303 0.04